Molecular formula: C23H41BrP2Re
Method: DFT, ωB97M-V/def2-TZVPD

Atoms and positions in Å:
Re (0.194, -0.210, -0.144)
Br (1.701, 1.840, 0.527)
P (-0.339, 1.361, -5.864)
P (1.953, -0.511, -6.552)
C (0.376, 2.366, -2.481)
C (1.411, -1.333, -8.136)
C (-1.449, -0.670, 1.231)
C (1.162, -0.125, -2.150)
C (-2.044, -2.634, -0.363)
C (-2.835, -0.178, 1.501)
C (0.309, -2.078, 0.655)
C (-1.085, -1.780, 0.392)
C (-0.323, 0.751, 3.080)
C (-1.212, -0.482, -3.192)
C (1.081, -3.258, 0.167)
C (3.512, -0.006, -7.433)
C (2.091, -1.200, 2.358)
C (-0.014, -0.895, -2.370)
C (-0.677, 2.143, -1.425)
C (-2.260, 0.417, -2.496)
C (-0.307, -0.274, 1.995)
C (0.783, -1.139, 1.648)
C (1.446, 1.254, -2.712)
C (-1.811, 1.396, -1.453)
C (1.160, 1.121, -6.941)
C (-0.361, 3.169, -6.250)
C (-1.515, 0.918, -7.229)
H (-2.552, 1.630, -0.680)
H (-2.802, 0.866, 1.827)
H (3.258, 0.315, -8.457)
H (-3.320, -0.748, 2.313)
H (-2.332, -3.509, 0.225)
H (-0.344, 3.264, -7.352)
H (0.996, -4.067, 0.902)
H (0.182, -1.983, -2.407)
H (0.719, -3.611, -0.807)
H (2.849, -1.680, 1.735)
H (-2.956, -2.093, -0.596)
H (1.961, -1.767, 3.291)
H (-3.005, -0.268, -2.054)
H (0.937, 3.275, -2.161)
H (-0.626, 2.851, -0.592)
H (4.147, -0.896, -7.497)
H (1.662, -0.668, -8.980)
H (2.425, -0.193, 2.613)
H (4.026, 0.814, -6.915)
H (-0.911, -0.013, -4.149)
H (-1.628, -2.990, -1.302)
H (-1.416, -0.134, -7.543)
H (-1.281, 1.580, -8.080)
H (2.141, -3.006, 0.059)
H (-3.474, -0.240, 0.612)
H (-2.863, 0.989, -3.223)
H (0.565, 1.389, 2.995)
H (0.836, 1.145, -8.002)
H (-0.312, 0.262, 4.067)
H (1.677, 1.153, -3.782)
H (0.532, 3.655, -5.832)
H (0.340, -1.575, -8.157)
H (2.061, -0.747, -2.033)
H (-1.285, 3.605, -5.849)
H (2.034, -2.236, -8.213)
H (-1.708, -1.425, -3.496)
H (-0.109, 2.630, -3.440)
H (-1.215, 1.374, 2.996)
H (-2.529, 1.143, -6.863)
H (1.883, 1.945, -6.788)
H (2.383, 1.598, -2.261)

Atoms 1-2, force components in eV/Å:
1.72 8.43 -3.90
-0.66 -1.66 -0.27

Values from the calculation:
Energy above the lowest of the compared OMol25 structures with the same formula, charge and spin ... 61.9 kJ/mol
Total energy ... -115248.351 eV
Total charge ... +2
E_LUMO (spin up / spin down) ... -7.4211 / -9.8100 eV
HOMO (spin up / spin down) ... -13.58 / -13.58 eV
2S+1 ... 4
Gap between HOMO and LUMO (spin up / spin down) ... 6.1573 / 3.7656 eV